C2H5Cl3O | ωB97M-V/def2-TZVPD

Each line ends with the Löwdin charge.
Atoms and positions in Å:
Cl (-0.820, 0.879, -2.750)  0.52
C (-0.578, 1.108, -0.975)  -0.71
C (-0.931, -0.100, -0.172)  -1.24
Cl (-0.982, 0.530, 1.419)  0.64
Cl (-2.467, -0.938, -0.472)  0.57
H (0.457, 1.473, -0.831)  0.09
H (-1.266, 1.935, -0.712)  0.07
H (-0.080, -0.811, -0.176)  0.06
O (2.287, -1.190, 1.914)  -0.09
H (1.609, -1.863, 1.680)  0.04
H (2.771, -1.023, 1.074)  0.05

## Properties
SMILES string: ClCC(Cl)Cl.O
relative energy (zero: lowest compared OMol25 entry of this formula, charge and spin): 5.08 kcal/mol
spin multiplicity: 1

---

C2H5Cl3Si | ωB97M-V/def2-TZVPD

Each line ends with the Löwdin charge.
Atoms and positions in Å:
C (1.684, -0.266, 0.240)  -0.21
Si (0.062, 0.546, -0.369)  -0.19
Cl (-0.204, 0.648, -2.398)  0.30
Cl (-0.500, 2.500, 0.256)  0.24
C (-1.454, -0.418, 0.308)  -0.76
Cl (-2.690, -0.656, -0.949)  0.47
H (2.073, 0.657, 0.796)  0.04
H (1.710, -1.161, 0.964)  0.07
H (2.314, -0.486, -0.602)  0.01
H (-1.072, -1.396, 0.560)  0.01
H (-1.924, 0.030, 1.194)  0.03

## Properties
SMILES string: C[Si](Cl)(Cl)CCl
relative energy (zero: lowest compared OMol25 entry of this formula, charge and spin): 43.22 kcal/mol
spin multiplicity: 1

---

C2H5ClFN | ωB97M-V/def2-TZVPD

Each line ends with the Löwdin charge.
Atoms and positions in Å:
C (0.935, -0.792, 0.165)  -0.35
C (-0.171, 0.228, 0.639)  -0.81
H (2.503, 1.059, 0.618)  0.20
H (2.384, 0.290, -1.633)  0.20
H (0.508, -1.298, -0.730)  0.05
H (1.007, -1.657, 0.948)  0.12
H (-0.122, 0.260, 1.731)  0.12
N (2.424, -0.214, -0.206)  -0.14
F (-0.102, 1.290, -0.123)  -0.11
Cl (-1.583, -0.316, -0.189)  0.72

## Properties
relative energy (zero: lowest compared OMol25 entry of this formula, charge and spin): 139.48 kcal/mol
spin multiplicity: 1

---

C2H5ClN2O | ωB97M-V/def2-TZVPD

Each line ends with the Löwdin charge.
Atoms and positions in Å:
O (-0.903, -1.712, 0.441)  0.03
C (-0.216, -0.695, -0.273)  -0.24
N (-1.067, 0.928, -0.238)  0.04
N (0.106, 1.379, 0.610)  -0.07
C (0.721, 0.037, 0.586)  -0.65
Cl (2.404, 0.054, -0.138)  0.56
H (-1.490, -2.069, -0.193)  0.07
H (-0.001, -0.940, -1.251)  0.10
H (-1.008, 1.356, -1.094)  0.01
H (0.618, 2.050, 0.049)  0.08
H (0.837, -0.387, 1.501)  0.06

## Properties
SMILES string: O[C@H]1NN[C@@H]1Cl
relative energy (zero: lowest compared OMol25 entry of this formula, charge and spin): 66.80 kcal/mol
spin multiplicity: 1

---

C2H5ClN2O | ωB97M-V/def2-TZVPD

Each line ends with the Löwdin charge.
Atoms and positions in Å:
Cl (2.714, 0.798, -0.019)  0.58
C (1.211, -0.123, 0.094)  -0.73
C (0.302, -0.551, 1.020)  -0.16
N (-0.170, -1.546, 0.199)  -0.02
N (0.761, -1.165, -0.814)  -0.01
H (0.010, -0.122, 1.950)  0.10
H (-1.121, -1.700, 0.047)  0.10
H (0.213, -0.651, -1.509)  0.11
O (-1.346, 1.246, -0.289)  -0.13
H (-1.951, 2.077, 0.028)  0.13
H (-0.623, 1.737, -0.707)  0.03

## Properties
SMILES string: Clc1c[nH][nH]1.O
relative energy (zero: lowest compared OMol25 entry of this formula, charge and spin): 73.83 kcal/mol
spin multiplicity: 1

---

C2H5ClN2O | ωB97M-V/def2-TZVPD

Each line ends with the Löwdin charge.
Atoms and positions in Å:
O (-0.921, 0.841, -1.286)  -0.09
C (-0.081, -0.371, -0.950)  -0.13
N (0.752, -0.585, 0.374)  -0.08
N (0.158, -0.151, 1.669)  0.05
C (1.268, 0.522, 1.081)  -0.73
Cl (2.938, 0.381, 1.812)  0.52
H (-1.813, 0.933, -0.930)  0.07
H (-0.505, -1.385, -1.142)  0.12
H (0.664, -0.169, -1.727)  0.11
H (0.516, -0.841, 2.316)  0.08
H (1.356, 1.546, 0.740)  0.09

## Properties
SMILES string: OCN1N[C@H]1Cl
relative energy (zero: lowest compared OMol25 entry of this formula, charge and spin): 60.11 kcal/mol
spin multiplicity: 1

---

C2H5ClN2S | ωB97M-V/def2-TZVPD

Each line ends with the Löwdin charge.
Atoms and positions in Å:
C (-0.483, -0.836, 1.235)  -0.28
C (-0.980, 0.622, 0.920)  -0.45
S (-0.289, 0.914, -0.725)  0.78
N (0.177, -0.719, -0.928)  -0.32
N (0.039, -1.399, 0.053)  -0.13
H (0.280, -0.907, 1.978)  0.10
H (-1.308, -1.505, 1.555)  0.12
H (-2.067, 0.523, 0.569)  0.07
H (-0.597, 1.386, 1.717)  0.11
Cl (2.524, 0.435, -3.585)  0.21
H (2.704, 1.487, -2.790)  -0.21

## Properties
SMILES string: C1CSN=N1.Cl
relative energy (zero: lowest compared OMol25 entry of this formula, charge and spin): 33.31 kcal/mol
spin multiplicity: 1

---

C2H5ClO5 | ωB97M-V/def2-TZVPD

Each line ends with the Löwdin charge.
Atoms and positions in Å:
O (0.599, -0.643, 1.538)  0.05
C (0.691, 0.121, 0.369)  -0.75
O (1.785, -0.220, -0.343)  0.07
O (0.820, 1.475, 0.684)  0.00
C (-0.644, -0.059, -0.414)  -0.71
O (-0.760, -1.187, -1.160)  0.03
O (-1.741, 0.163, 0.390)  -0.01
Cl (-0.613, 1.574, -1.573)  0.56
H (1.331, -0.199, 2.101)  0.17
H (1.938, -1.218, -0.513)  0.18
H (-0.070, 1.817, 0.824)  0.08
H (-0.933, -1.005, -2.122)  0.14
H (-2.402, -0.618, 0.219)  0.19

## Properties
SMILES string: OC(O)(O)C(O)(O)Cl
relative energy (zero: lowest compared OMol25 entry of this formula, charge and spin): 12.87 kcal/mol
spin multiplicity: 1

---

C2H5ClS | ωB97M-V/def2-TZVPD

Each line ends with the Löwdin charge.
Atoms and positions in Å:
C (-0.139, 1.036, -0.214)  -0.11
C (-0.205, -0.786, -0.152)  -1.13
S (-0.116, -1.458, 1.502)  0.66
Cl (-1.600, -1.333, -1.112)  0.49
H (-0.492, 1.342, 0.909)  0.09
H (0.844, 1.300, -0.638)  0.04
H (-0.973, 1.382, -0.880)  0.03
H (0.706, -0.991, -0.827)  0.06
H (-1.179, -0.697, 1.797)  -0.13

## Properties
SMILES string: C[C@@H](S)Cl
relative energy (zero: lowest compared OMol25 entry of this formula, charge and spin): 20.32 kcal/mol
spin multiplicity: 1

---

C2H5ClS | ωB97M-V/def2-TZVPD

Each line ends with the Löwdin charge.
Atoms and positions in Å:
S (-1.889, -0.288, -0.168)  0.58
C (-0.517, 0.674, 0.528)  -0.75
C (0.673, 0.887, -0.348)  -0.68
Cl (1.792, -0.454, 0.007)  0.52
H (-1.632, -1.690, 0.623)  0.00
H (-0.222, 0.228, 1.642)  0.13
H (-0.948, 1.671, 0.454)  0.04
H (1.183, 1.776, 0.151)  0.09
H (0.443, 0.972, -1.391)  0.06

## Properties
SMILES string: SCCCl
relative energy (zero: lowest compared OMol25 entry of this formula, charge and spin): 22.07 kcal/mol
spin multiplicity: 1

---

C2H5F2NO2Ta | ωB97M-V/def2-TZVPD

Each line ends with the Löwdin charge.
Atoms and positions in Å:
O (-2.111, 1.309, -1.318)  0.13
C (-1.463, 0.340, -1.090)  -0.63
F (-1.211, -0.554, -2.073)  0.07
N (-0.897, -0.014, 0.140)  -0.09
Ta (1.199, 0.558, 0.386)  1.00
C (-1.204, -1.300, 0.595)  -0.64
O (-1.670, -1.583, 1.651)  0.13
F (-0.900, -2.270, -0.293)  0.08
H (1.082, 1.887, -0.915)  -0.20
H (1.862, -0.492, -0.985)  -0.20
H (1.546, -0.801, 1.624)  -0.19
H (0.827, 1.838, 1.687)  -0.21
H (2.941, 1.083, 0.593)  -0.23

## Properties
relative energy (zero: lowest compared OMol25 entry of this formula, charge and spin): 0.00 kcal/mol
charge: -1
spin multiplicity: 1

---

C2H5FN2OS | ωB97M-V/def2-TZVPD

Each line ends with the Löwdin charge.
Atoms and positions in Å:
C (0.360, -0.281, -0.019)  -0.41
C (-1.050, -0.972, 0.171)  -0.17
H (-2.220, 1.308, 0.365)  0.26
H (0.607, 2.082, -1.432)  0.23
H (-1.414, -0.953, 1.350)  0.16
H (-1.156, -2.139, -0.143)  0.16
H (3.626, -0.695, 0.751)  -0.06
N (-0.198, 1.132, -0.779)  -0.04
N (1.484, -0.781, 0.018)  -0.31
O (-0.971, 1.550, 0.661)  -0.29
F (-2.029, -0.472, -0.716)  -0.13
S (2.960, 0.220, -0.226)  0.62

## Properties
relative energy (zero: lowest compared OMol25 entry of this formula, charge and spin): 161.92 kcal/mol
spin multiplicity: 1